1.
C3H10N2O2 | ωB97M-V/def2-TZVPD

Cartesian coordinates (Å):
1 C -1.116 0.239 0.546
2 C -0.632 -0.237 -0.819
3 O -1.182 -1.179 -1.423
4 N 0.418 0.543 -1.249
5 C 1.207 0.196 -2.397
6 N 2.504 0.589 -2.107
7 H -0.155 0.233 1.195
8 H -1.751 -0.546 1.140
9 H -1.407 1.354 0.525
10 H 0.395 1.498 -0.787
11 H 0.989 0.795 -3.316
12 H 1.141 -0.803 -2.697
13 H 2.619 1.131 -1.364
14 H 3.096 0.558 -2.849
15 O -2.432 -1.470 5.147
16 H -1.854 -0.747 5.609
17 H -1.839 -2.155 4.849

HOMO   -8.86 eV
SMILES   CC(=O)NCN.O
Orbital gap   9.5010 eV

Here are the Löwdin charges for atoms 1 to 8, given in e: C -0.044; C -0.530; O 0.028; N 0.039; C -0.297; N 0.037; H 0.091; H 0.114

***

2.
C38H34N9NaO3 | ωB97M-V/def2-TZVPD

Cartesian coordinates (Å):
1 Na -0.113 -0.134 1.231
2 C -3.474 -1.150 2.446
3 C -3.987 -1.317 1.042
4 C -5.009 -2.216 0.758
5 C -5.473 -2.394 -0.541
6 C -4.895 -1.651 -1.562
7 C -3.876 -0.733 -1.312
8 C -3.209 -0.001 -2.444
9 C -3.414 -0.554 0.003
10 N -2.318 0.247 0.298
11 C -2.322 1.546 0.031
12 O -3.235 2.274 -0.404
13 C -1.036 2.213 0.510
14 C -1.147 3.250 1.427
15 C 0.010 3.747 2.004
16 C 1.231 3.191 1.660
17 C 1.255 2.151 0.738
18 N 0.146 1.698 0.143
19 C 2.582 1.432 0.499
20 O 3.611 2.140 0.547
21 N 2.452 0.111 0.395
22 C 3.591 -0.679 0.235
23 C 4.494 -0.523 -0.839
24 C 4.280 0.538 -1.886
25 C 5.578 -1.394 -0.952
26 C 5.781 -2.431 -0.053
27 C 4.859 -2.612 0.972
28 C 3.770 -1.760 1.122
29 C 2.786 -1.961 2.244
30 H -4.066 -1.743 3.146
31 H -3.493 -0.104 2.759
32 H -2.430 -1.458 2.543
33 H -5.446 -2.786 1.574
34 H -6.264 -3.104 -0.753
35 H -5.227 -1.790 -2.586
36 H -3.661 -0.281 -3.399
37 H -2.141 -0.245 -2.473
38 H -3.281 1.079 -2.305
39 H -2.132 3.620 1.680
40 H -0.043 4.535 2.746
41 H 2.166 3.511 2.095
42 H 3.278 0.452 -2.324
43 H 5.022 0.442 -2.681
44 H 4.341 1.535 -1.447
45 H 6.274 -1.247 -1.772
46 H 6.622 -3.106 -0.165
47 H 4.988 -3.425 1.680
48 H 3.096 -2.784 2.891
49 H 1.787 -2.188 1.860
50 H 2.675 -1.060 2.848
51 C -1.183 -1.895 -5.497
52 C 0.057 -2.355 -4.769
53 C 0.222 -3.675 -4.373
54 C 1.337 -4.090 -3.656
55 C 2.316 -3.172 -3.300
56 N 3.443 -3.520 -2.528
57 C 3.639 -4.604 -1.686
58 O 4.727 -5.141 -1.575
59 N 2.567 -5.020 -0.933
60 C 1.327 -4.391 -0.650
61 C 0.264 -5.172 -0.222
62 C -0.966 -4.578 0.004
63 C -1.100 -3.216 -0.235
64 N -0.070 -2.456 -0.615
65 C 1.120 -3.027 -0.782
66 C 2.185 -1.852 -3.724
67 C 1.071 -1.456 -4.443
68 H -1.867 -2.727 -5.669
69 H -0.936 -1.452 -6.466
70 H -1.720 -1.142 -4.916
71 H -0.547 -4.403 -4.613
72 H 1.430 -5.125 -3.355
73 H 4.281 -2.976 -2.656
74 H 2.785 -5.855 -0.414
75 H 0.406 -6.239 -0.075
76 H -1.815 -5.157 0.344
77 H -2.057 -2.720 -0.122
78 H 1.939 -2.362 -1.036
79 H 2.939 -1.125 -3.436
80 H 0.971 -0.413 -4.726
81 N 1.059 -2.096 7.327
82 C 0.806 -1.229 6.591
83 N 0.522 -0.182 5.859
84 C 0.243 -0.161 4.595
85 N -0.031 -0.023 3.469

HOMO   -2.73 eV
Net charge   -2
Orbital gap   6.5758 eV

Here are the Löwdin charges for atoms 1 to 8, given in e: Na 0.247; C -0.047; C -0.230; C -0.086; C -0.127; C -0.080; C -0.207; C -0.046

***

3.
C4H7N2 | ωB97M-V/def2-TZVPD

Cartesian coordinates (Å):
1 C 0.153 -0.058 -0.069
2 C -0.450 -1.280 0.502
3 C 0.572 -0.333 -1.379
4 C 0.343 0.920 0.947
5 N 0.706 2.202 0.856
6 N -1.291 -2.018 -0.076
7 H 1.371 0.268 -1.851
8 H -0.155 -0.844 -1.825
9 H -0.059 0.472 1.865
10 H 0.946 2.662 1.754
11 H 1.051 2.754 0.072
12 H -1.650 -1.788 -1.051
13 H -1.537 -2.958 0.254

HOMO (alpha / beta)   -12.49 / -12.76 eV
Net charge   +1
Orbital gap (alpha / beta)   6.5637 / 7.0471 eV

Here are the Löwdin charges for atoms 1 to 8, given in e: C -0.284; C -0.056; C 0.169; C -0.017; N 0.208; N 0.112; H 0.105; H 0.012

***

4.
C10H13NNiO5 | ωB97M-V/def2-TZVPD

Cartesian coordinates (Å):
1 Ni -0.145 0.437 -0.002
2 C -0.119 1.303 1.617
3 O 0.118 1.544 2.722
4 C -0.385 1.947 -0.870
5 O 0.040 2.832 -1.466
6 C -1.887 0.190 -0.306
7 O -3.036 0.146 -0.203
8 C 2.011 0.233 -0.228
9 O 3.043 -0.113 0.107
10 C 0.016 -1.726 -1.610
11 H 0.935 -2.289 -1.505
12 H -0.909 -2.250 -1.386
13 C -0.006 -0.513 -2.226
14 H -0.930 -0.151 -2.690
15 H 0.901 -0.092 -2.670
16 C -0.458 -3.130 4.123
17 N -0.438 -2.310 2.891
18 C -1.723 -1.701 2.506
19 C 0.611 -2.214 2.058
20 C 1.921 -2.829 2.416
21 O 0.496 -1.612 0.975
22 H -1.480 -3.075 4.529
23 H 0.244 -2.711 4.882
24 H -0.226 -4.195 3.883
25 H -1.650 -0.593 2.506
26 H -2.039 -2.076 1.512
27 H -2.490 -1.982 3.251
28 H 2.261 -3.447 1.578
29 H 2.629 -2.026 2.652
30 H 1.756 -3.437 3.300

Expectation value of S²   2.0257
HOMO (alpha / beta)   -16.68 / -16.66 eV
Net charge   +2
Multiplicity   3
Orbital gap (alpha / beta)   8.0171 / 6.5855 eV

Here are the Löwdin charges for atoms 1 to 8, given in e: Ni 0.250; C 0.035; O 0.272; C -0.071; O 0.295; C -0.063; O 0.279; C 0.093

***

5.
C6H7CsO6 | ωB97M-V/def2-TZVPD

Cartesian coordinates (Å):
1 O 3.576 -0.275 1.015
2 O 3.552 -0.118 -1.141
3 O 1.879 1.133 0.071
4 C 4.429 -1.241 0.519
5 C 4.408 -1.150 -0.809
6 C 3.017 0.357 -0.017
7 H 5.069 -1.751 1.229
8 H 5.028 -1.566 -1.593
9 O -4.780 -1.063 0.097
10 C -3.403 -0.993 0.418
11 C -2.853 0.246 -0.257
12 O -1.571 0.495 0.312
13 C -0.896 1.649 -0.008
14 O -1.626 2.642 -0.186
15 H -5.139 -1.894 0.419
16 H -2.861 -1.876 0.042
17 H -3.254 -0.927 1.509
18 H -3.546 1.086 -0.098
19 H -2.774 0.087 -1.342
20 Cs 1.745 5.160 -0.179

HOMO (alpha / beta)   -4.34 / -4.34 eV
Orbital gap (alpha / beta)   3.1816 / 3.1811 eV

Here are the Löwdin charges for atoms 1 to 8, given in e: O 0.107; O 0.106; O -0.061; C -0.042; C -0.043; C -0.413; H 0.136; H 0.136

***

6.
C43H47ClGeHfIN4O4S | ωB97M-V/def2-TZVPD

Cartesian coordinates (Å):
1 Hf -0.313 0.268 -0.687
2 C 2.624 -1.884 -0.693
3 C 2.734 -0.988 0.553
4 N 1.427 -0.630 1.141
5 C 0.951 -1.629 2.120
6 C 0.386 -2.891 1.478
7 S -0.732 -2.535 0.065
8 C 0.044 -3.506 -1.273
9 C 0.887 -2.667 -2.236
10 N 1.508 -1.500 -1.587
11 H 3.582 -1.816 -1.219
12 H 2.503 -2.924 -0.392
13 H 3.365 -1.511 1.283
14 H 3.256 -0.066 0.281
15 H 1.587 0.220 1.683
16 H 1.764 -1.933 2.793
17 H 0.179 -1.149 2.725
18 H 1.176 -3.544 1.121
19 H -0.194 -3.439 2.221
20 H 0.612 -4.305 -0.804
21 H -0.775 -3.965 -1.823
22 H 1.646 -3.322 -2.683
23 H 0.248 -2.289 -3.037
24 H 1.922 -0.954 -2.347
25 C -0.770 2.463 0.086
26 C -1.702 3.185 -0.791
27 C -2.943 3.629 -0.311
28 C -3.763 4.433 -1.073
29 C -3.398 4.770 -2.378
30 C -2.179 4.313 -2.888
31 C -1.343 3.556 -2.099
32 C -4.234 5.580 -3.183
33 N -4.893 6.235 -3.853
34 H -1.183 2.326 1.088
35 H 0.170 3.009 0.139
36 H -3.239 3.378 0.696
37 H -4.678 4.832 -0.662
38 H -1.880 4.582 -3.890
39 H -0.383 3.273 -2.508
40 N -2.709 -0.060 3.393
41 C -2.508 -0.414 2.128
42 O -1.482 -0.080 1.509
43 C -3.580 -1.272 1.521
44 I -3.438 -3.261 2.345
45 H -2.045 0.509 3.898
46 H -3.528 -0.365 3.896
47 H -3.453 -1.367 0.449
48 H -4.575 -0.896 1.744
49 C -7.089 -2.166 -0.026
50 C -6.795 -0.701 -0.057
51 C -7.591 0.184 0.650
52 C -7.347 1.550 0.601
53 Cl -8.341 2.638 1.488
54 C -6.298 2.047 -0.158
55 C -5.483 1.173 -0.856
56 C -5.718 -0.194 -0.806
57 O -4.924 -1.147 -1.410
58 C -3.995 -0.801 -2.403
59 C -2.626 -0.455 -1.822
60 O -1.575 -1.031 -2.200
61 O -2.521 0.433 -0.939
62 H -7.673 -2.409 0.856
63 H -6.176 -2.755 -0.040
64 H -7.676 -2.453 -0.898
65 H -8.416 -0.202 1.230
66 H -6.119 3.108 -0.193
67 H -4.655 1.570 -1.422
68 H -4.349 0.049 -3.002
69 H -3.905 -1.677 -3.048
70 C 2.337 6.297 -0.424
71 C 2.406 5.309 0.546
72 C 2.268 3.980 0.186
73 C 2.042 3.619 -1.142
74 C 1.990 4.618 -2.104
75 C 2.145 5.948 -1.751
76 Ge 1.876 1.687 -1.656
77 C 1.267 1.576 -3.557
78 C 2.068 1.912 -4.644
79 C 1.630 1.671 -5.937
80 C 0.387 1.099 -6.158
81 C -0.441 0.797 -5.086
82 C 0.007 1.040 -3.800
83 C 3.835 1.247 -1.822
84 C 4.755 1.903 -1.010
85 C 6.113 1.758 -1.225
86 C 6.568 0.976 -2.274
87 C 5.661 0.308 -3.079
88 C 4.304 0.419 -2.837
89 H 2.438 7.336 -0.148
90 H 2.568 5.570 1.581
91 H 2.334 3.213 0.954
92 H 1.827 4.352 -3.140
93 H 2.106 6.709 -2.517
94 H 3.041 2.350 -4.465
95 H 2.269 1.910 -6.774
96 H 0.071 0.875 -7.164
97 H -1.416 0.362 -5.258
98 H -0.637 0.838 -2.932
99 H 4.405 2.566 -0.231
100 H 6.811 2.264 -0.576
101 H 7.626 0.891 -2.461
102 H 6.003 -0.300 -3.900
103 H 3.603 -0.098 -3.482

Expectation value of S²   0.7816
HOMO (alpha / beta)   -12.75 / -12.75 eV
Net charge   +2
Multiplicity   2
Orbital gap (alpha / beta)   7.1162 / 3.9423 eV

Here are the Löwdin charges for atoms 1 to 8, given in e: Hf 1.664; C -0.162; C -0.180; N -0.133; C -0.246; C -0.376; S 0.890; C -0.372

***

7.
C3H11NO3 | ωB97M-V/def2-TZVPD

Cartesian coordinates (Å):
1 O 1.979 -0.710 -0.481
2 C 1.353 -1.380 0.624
3 C 0.547 -0.493 1.602
4 N -0.480 0.362 1.077
5 C -1.642 -0.339 0.508
6 O -2.258 -1.183 1.459
7 H 2.213 0.181 -0.165
8 H 2.190 -1.855 1.135
9 H 0.703 -2.180 0.248
10 H 1.293 0.033 2.207
11 H 0.097 -1.178 2.329
12 H -0.074 1.019 0.428
13 H -1.389 -1.001 -0.335
14 H -2.209 0.538 0.204
15 H -2.056 -0.718 2.276
16 O 0.224 2.853 -4.196
17 H -0.411 3.469 -3.846
18 H -0.079 2.584 -5.072

HOMO   -9.30 eV
SMILES   OCCNCO.O
Orbital gap   9.9972 eV

Here are the Löwdin charges for atoms 1 to 8, given in e: O -0.082; C -0.244; C -0.236; N -0.058; C -0.291; O -0.045; H 0.085; H 0.108

***

8.
C32H33AsN3O6SSr | ωB97M-V/def2-TZVPD

Cartesian coordinates (Å):
1 Sr 0.285 0.356 -0.368
2 O 0.037 0.400 2.168
3 C -1.065 1.266 2.446
4 C -2.287 0.954 1.588
5 N -2.037 1.123 0.155
6 C -2.062 2.530 -0.259
7 C -0.755 3.320 -0.014
8 O -0.868 4.495 0.328
9 O 0.334 2.682 -0.229
10 C -2.901 0.291 -0.685
11 C -2.360 0.104 -2.123
12 O -3.174 -0.185 -2.994
13 O -1.090 0.214 -2.260
14 H -0.238 -0.521 2.427
15 H -0.714 2.284 2.276
16 H -1.354 1.181 3.498
17 H -3.121 1.591 1.922
18 H -2.575 -0.083 1.767
19 H -2.891 3.067 0.215
20 H -2.223 2.559 -1.340
21 H -3.928 0.673 -0.745
22 H -2.951 -0.711 -0.245
23 C 3.196 -2.109 -3.747
24 C 2.338 -0.972 -3.251
25 O 1.639 -1.083 -2.257
26 N 2.408 0.175 -3.966
27 C 1.653 1.368 -3.623
28 C 2.344 2.248 -2.604
29 C 2.470 3.613 -2.810
30 C 3.056 4.392 -1.825
31 C 3.515 3.775 -0.677
32 C 3.347 2.406 -0.559
33 N 2.774 1.650 -1.491
34 H 2.774 -3.049 -3.401
35 H 4.193 -2.014 -3.313
36 H 3.281 -2.112 -4.834
37 H 3.070 0.224 -4.720
38 H 0.677 1.050 -3.246
39 H 1.476 1.933 -4.538
40 H 2.090 4.061 -3.720
41 H 3.140 5.463 -1.950
42 H 3.962 4.341 0.128
43 H 3.666 1.891 0.341
44 S -1.230 -2.403 2.563
45 C 0.034 -3.534 2.972
46 C 0.048 -4.200 4.208
47 C 1.032 -5.122 4.520
48 C 2.040 -5.415 3.610
49 C 2.048 -4.769 2.382
50 C 1.064 -3.841 2.056
51 As 1.035 -2.850 0.384
52 C -0.398 -3.770 -0.562
53 C -0.963 -3.138 -1.668
54 C -2.043 -3.709 -2.329
55 C -2.553 -4.925 -1.898
56 C -1.988 -5.564 -0.802
57 C -0.920 -4.985 -0.130
58 C 2.584 -3.697 -0.481
59 C 3.821 -3.069 -0.354
60 C 4.962 -3.612 -0.929
61 C 4.877 -4.790 -1.659
62 C 3.647 -5.420 -1.804
63 C 2.511 -4.878 -1.215
64 H -0.738 -3.973 4.917
65 H 1.013 -5.620 5.484
66 H 2.809 -6.138 3.852
67 H 2.830 -4.997 1.668
68 H -0.578 -2.186 -2.016
69 H -2.495 -3.182 -3.161
70 H -3.402 -5.368 -2.405
71 H -2.395 -6.506 -0.453
72 H -0.506 -5.464 0.749
73 H 3.888 -2.139 0.202
74 H 5.917 -3.114 -0.812
75 H 5.764 -5.216 -2.113
76 H 3.573 -6.339 -2.372
77 H 1.556 -5.377 -1.330

HOMO   -4.43 eV
Net charge   -1
Orbital gap   6.6554 eV

Here are the Löwdin charges for atoms 1 to 8, given in e: Sr 1.446; O -0.257; C -0.234; C -0.179; N -0.282; C -0.098; C -0.678; O 0.004

***

9.
C27H22ClIN4O5Ta | ωB97M-V/def2-TZVPD

Cartesian coordinates (Å):
1 Ta 0.190 -0.344 -0.448
2 O 1.608 -0.593 -1.734
3 C 1.878 -0.681 -3.032
4 C 3.147 -0.374 -3.515
5 C 3.402 -0.472 -4.868
6 C 2.418 -0.897 -5.765
7 C 1.178 -1.245 -5.286
8 C 0.892 -1.136 -3.916
9 C -0.359 -1.601 -3.405
10 N -0.796 -1.486 -2.196
11 C -2.076 -2.186 -1.945
12 C -2.275 -2.253 -0.444
13 N -1.962 -0.901 -0.005
14 C -2.924 -0.141 0.365
15 C -2.828 1.279 0.547
16 C -3.858 1.975 1.195
17 C -3.792 3.341 1.341
18 C -2.707 4.036 0.801
19 C -1.699 3.375 0.128
20 C -1.742 1.989 0.010
21 O -0.771 1.341 -0.641
22 H 3.923 -0.079 -2.821
23 H 4.388 -0.224 -5.239
24 H 2.640 -0.970 -6.820
25 H 0.411 -1.610 -5.959
26 H -0.985 -2.136 -4.122
27 H -2.055 -3.180 -2.392
28 H -2.889 -1.609 -2.392
29 H -1.577 -2.955 0.010
30 H -3.297 -2.539 -0.189
31 H -3.907 -0.589 0.525
32 H -4.701 1.422 1.593
33 H -4.577 3.875 1.858
34 H -2.657 5.111 0.909
35 H -0.860 3.907 -0.300
36 N 2.223 2.365 -1.454
37 C 2.316 2.865 -0.091
38 C 1.572 1.994 0.905
39 O 1.132 2.424 1.936
40 O 1.501 0.699 0.558
41 H 2.887 1.619 -1.608
42 H 2.433 3.102 -2.114
43 H 1.890 3.864 -0.027
44 H 3.341 2.942 0.295
45 Cl 1.778 -2.619 6.250
46 C 1.413 -2.424 4.571
47 C 1.914 -3.315 3.670
48 C 1.630 -3.174 2.294
49 I 2.400 -4.514 0.912
50 C 0.842 -2.147 1.861
51 O 0.538 -1.955 0.562
52 C 0.326 -1.201 2.785
53 N -0.406 -0.184 2.260
54 C -0.864 0.724 3.089
55 C -0.658 0.675 4.480
56 C 0.075 -0.344 5.016
57 C 0.607 -1.329 4.157
58 H 2.535 -4.133 4.007
59 H -1.407 1.556 2.662
60 H -1.066 1.459 5.101
61 H 0.265 -0.401 6.078

HOMO   -10.70 eV
Net charge   +1
Orbital gap   7.1107 eV

Here are the Löwdin charges for atoms 1 to 8, given in e: Ta 1.977; O -0.219; C -0.291; C 0.004; C -0.038; C -0.061; C -0.015; C -0.137

***

10.
C10H28N5O2P2 | ωB97M-V/def2-TZVPD

Cartesian coordinates (Å):
1 N -5.319 2.515 0.813
2 P -4.850 3.112 -0.707
3 O -6.117 3.929 -1.350
4 C -4.713 1.575 -1.806
5 C -4.130 2.097 -3.151
6 C -2.694 2.437 -2.681
7 C -2.454 1.220 -1.848
8 N -3.571 0.743 -1.419
9 H -5.154 3.265 1.477
10 H -6.320 2.331 0.856
11 H -6.782 3.339 -1.730
12 H -5.646 1.019 -1.885
13 H -4.720 2.822 -3.695
14 H -3.975 1.177 -3.719
15 H -1.960 2.394 -3.492
16 H -2.488 3.399 -2.221
17 H -1.524 0.716 -1.606
18 H -3.596 -0.118 -0.885
19 O 0.713 -0.304 0.319
20 P 1.943 -0.885 0.954
21 N 3.185 -0.253 -0.038
22 C 4.553 -0.739 -0.084
23 C 3.172 1.196 -0.222
24 N 1.688 -2.557 0.593
25 C 2.572 -3.284 -0.300
26 C 0.304 -2.949 0.372
27 N 2.937 -1.257 2.320
28 C 2.479 -2.329 3.230
29 C 3.150 -0.049 3.160
30 H 5.145 -0.449 0.794
31 H 5.046 -0.321 -0.964
32 H 4.612 -1.815 -0.190
33 H 3.696 1.722 0.587
34 H 2.153 1.576 -0.259
35 H 3.654 1.464 -1.164
36 H 2.658 -2.815 -1.288
37 H 2.205 -4.302 -0.438
38 H 3.565 -3.398 0.137
39 H -0.043 -2.716 -0.645
40 H -0.361 -2.452 1.077
41 H 0.198 -4.024 0.533
42 H 1.449 -2.187 3.565
43 H 3.127 -2.348 4.108
44 H 2.564 -3.304 2.762
45 H 2.221 0.301 3.619
46 H 3.562 0.768 2.566
47 H 3.868 -0.263 3.949

HOMO   -10.48 eV
Net charge   +1
Orbital gap   6.3583 eV

Here are the Löwdin charges for atoms 1 to 8, given in e: N -0.177; P 0.843; O -0.270; C -0.376; C -0.142; C -0.144; C 0.036; N 0.104

***

Number 1: DFT total energy -10347.0183 eV. Number 2: DFT total energy -63933.6094 eV. Number 3: DFT total energy -7230.9934 eV. Number 4: DFT total energy -63331.1878 eV. Number 5: DFT total energy -19162.7481 eV. Number 6: DFT total energy -148772.7878 eV. Number 7: DFT total energy -10920.8734 eV. Number 8: DFT total energy -122992.1134 eV. Number 9: DFT total energy -66729.3275 eV. Number 10: DFT total energy -40941.0197 eV.